--- 1 ---
The following is a quantum chemistry calculation of a molecular structure, C7H14OPSSn, from OMol25.

Computed properties:
- HOMO (eV) = -1.22
- HOMO-LUMO gap (eV) = 3.41
- net charge = -1

Last column: Löwdin charge in e.
Cartesian coordinates (Å):
C  0.5790  -0.3824  -3.8050  -0.258
C  -0.6913  -1.0271  -3.6533  -0.245
C  -0.5365  -2.0985  -2.7128  -0.237
C  0.8481  -2.1528  -2.3281  -0.258
C  1.5385  -1.0769  -2.9688  -0.280
Sn  0.3303  0.9618  -0.3355  0.530
P  -0.8028  3.4119  -0.3011  0.366
H  0.7793  0.5293  -4.3773  0.045
H  -1.6470  -0.6601  -4.0482  0.049
H  -1.3394  -2.6928  -2.2591  0.049
H  2.5663  -0.7416  -2.7631  0.050
H  1.2716  -2.8045  -1.5461  0.052
H  -1.8699  3.4825  0.7033  -0.135
H  -1.2515  3.7672  -1.6622  -0.124
H  0.4252  4.1312  0.0591  -0.133
C  -0.4688  1.0413  3.3328  -0.305
S  0.7550  -0.0074  2.5858  0.745
C  0.4635  -1.5432  3.4658  -0.281
O  -0.0624  -0.3451  1.2252  -0.915
H  -0.1745  1.2378  4.3618  0.049
H  -1.4368  0.5463  3.2989  0.060
H  -0.5329  1.9830  2.7800  0.019
H  -0.5977  -1.7500  3.5483  0.050
H  0.9420  -2.3653  2.9361  0.057
H  0.9128  -1.4446  4.4636  0.050

---

--- 2 ---
The following is a quantum chemistry calculation of a molecular structure, C7H14OPSSn, from OMol25.

Computed properties:
- HOMO (eV) = -1.45
- HOMO-LUMO gap (eV) = 3.44
- net charge = -1

Last column: Löwdin charge in e.
Cartesian coordinates (Å):
C  -3.9421  -0.0420  -0.5534  -0.181
C  -3.7016  -1.1314  -1.3931  -0.271
C  -2.8979  -0.7229  -2.5061  -0.246
C  -2.6066  0.6740  -2.4035  -0.273
C  -3.1861  1.1967  -1.2442  -0.191
Sn  -0.2239  1.4180  1.9289  0.379
P  0.2376  -0.8519  3.2309  0.424
H  -4.5083  0.0221  0.3709  0.022
H  -4.0736  -2.1399  -1.2247  0.046
H  -2.5601  -1.3760  -3.3087  0.033
H  -3.1712  2.2053  -0.8415  0.022
H  -2.0099  1.2465  -3.1107  0.044
H  1.2878  -1.6942  2.7479  -0.135
H  -0.9118  -1.7047  3.2137  -0.129
H  0.5114  -0.7038  4.6302  -0.144
C  3.5902  -0.2682  1.2237  -0.266
S  2.8485  1.2033  0.5096  0.823
C  3.1439  0.8898  -1.2376  -0.251
O  1.2963  0.9022  0.6183  -0.999
H  4.6084  0.0163  1.5141  0.051
H  3.6260  -1.0530  0.4588  0.054
H  3.0262  -0.6013  2.1025  0.010
H  3.1298  -0.1899  -1.4240  0.057
H  2.3627  1.3939  -1.8160  0.069
H  4.1241  1.3110  -1.4858  0.052

---

The data favor 2; the next most stable structure lies 43.1 kJ/mol above it.

---

--- 1 ---
The following is a quantum chemistry calculation of 2 unconnected molecules or ions with the total composition C14H16O2, from OMol25.

Computed properties:
- SMILES string = Cc1ccc(O)cc1.Cc1ccc(O)cc1
- HOMO (eV) = -8.25
- HOMO-LUMO gap (eV) = 8.96

Last column: Löwdin charge in e.
Cartesian coordinates (Å):
C  1.2604  -2.6474  1.0536  -0.057
C  1.4451  -1.4685  0.1727  -0.280
C  2.1571  -0.3510  0.7265  -0.036
C  2.4977  0.7654  -0.0008  -0.014
C  2.1040  0.8334  -1.3451  -0.320
O  2.6039  1.8505  -2.1555  0.012
C  1.4176  -0.1890  -1.9211  -0.020
C  1.0448  -1.2830  -1.1207  -0.066
H  0.7769  -3.4690  0.5094  0.083
H  0.5148  -2.3615  1.7905  0.060
H  2.0619  -3.1007  1.6361  0.083
H  2.4263  -0.5017  1.7661  0.112
H  3.1683  1.4088  0.5518  0.113
H  2.1784  2.6940  -1.9502  0.103
H  1.1725  -0.3186  -2.9632  0.119
H  0.3703  -1.9595  -1.6442  0.108
C  -2.1237  -0.1618  -2.2418  -0.065
C  -2.0463  0.0492  -0.7439  -0.280
C  -1.8911  1.3582  -0.3033  -0.051
C  -1.6853  1.6809  1.0417  -0.013
C  -1.6156  0.6186  1.9309  -0.320
O  -1.4643  0.7010  3.2931  0.033
C  -1.7162  -0.6969  1.4751  -0.041
C  -1.8842  -1.0159  0.1556  -0.052
H  -3.0951  0.1148  -2.6683  0.078
H  -1.7950  -1.1520  -2.5323  0.067
H  -1.5468  0.5823  -2.8041  0.072
H  -2.0519  2.1429  -1.0333  0.112
H  -1.4833  2.6828  1.3917  0.109
H  -1.5532  1.6100  3.6268  0.112
H  -1.6587  -1.4322  2.2715  0.118
H  -2.1199  -2.0234  -0.1584  0.120

---

--- 2 ---
The following is a quantum chemistry calculation of 2 unconnected molecules or ions with the total composition C14H16O2, from OMol25.

Computed properties:
- SMILES string = Cc1ccc(O)cc1.Cc1ccc(O)cc1
- HOMO (eV) = -8.43
- HOMO-LUMO gap (eV) = 9.18

Last column: Löwdin charge in e.
Cartesian coordinates (Å):
C  1.2870  -3.1644  -3.6838  -0.065
C  0.2115  -2.2680  -3.1371  -0.287
C  0.4508  -1.6062  -1.9376  -0.034
C  -0.4761  -0.7417  -1.3778  -0.001
C  -1.6802  -0.5712  -2.0474  -0.315
O  -2.5802  0.3085  -1.4754  0.035
C  -1.9400  -1.2391  -3.2286  -0.034
C  -1.0270  -2.1371  -3.7596  -0.039
H  1.3182  -4.1279  -3.1990  0.073
H  2.2582  -2.6802  -3.5548  0.076
H  1.2653  -3.4213  -4.7467  0.076
H  1.4259  -1.7400  -1.4850  0.116
H  -0.2995  -0.1406  -0.5138  0.074
H  -3.2553  0.4811  -2.1441  0.099
H  -2.9417  -1.1912  -3.6277  0.110
H  -1.2803  -2.7803  -4.5920  0.113
C  1.9524  3.5346  2.1575  -0.049
C  1.0618  2.3602  2.5520  -0.281
C  0.2996  1.7570  1.5751  -0.043
C  -0.5377  0.7004  1.9345  -0.023
C  -0.4830  0.1711  3.2134  -0.311
O  -1.5455  -0.6285  3.6109  0.010
C  0.3376  0.7589  4.1667  -0.018
C  1.0678  1.9039  3.8663  -0.040
H  2.4269  3.9904  3.0157  0.069
H  1.3467  4.2684  1.6240  0.077
H  2.7112  3.1983  1.4759  0.071
H  0.2642  2.1475  0.5685  0.116
H  -1.1462  0.1988  1.2006  0.094
H  -2.3592  -0.1116  3.6364  0.108
H  0.3110  0.4212  5.1895  0.112
H  1.5555  2.3491  4.7229  0.111

---

The data favor 2; the next most stable structure lies 22.3 kJ/mol above it.

---

--- 1 ---
The following is a quantum chemistry calculation of 2 unconnected molecules or ions with the total composition C3H8ClN2, from OMol25.

Computed properties:
- HOMO (alpha / beta) (eV) = -15.54 / -14.69
- HOMO-LUMO gap (alpha / beta) (eV) = 9.44 / 7.27
- net charge = +1

Last column: Löwdin charge in e.
Cartesian coordinates (Å):
C  0.1025  0.3849  -0.0802  -0.075
C  -1.4782  0.8347  1.6374  -0.024
C  1.3240  -1.3404  -1.1851  -0.084
N  -0.7283  1.1535  0.4993  0.045
N  0.8266  -0.6598  -0.0139  0.058
Cl  0.3560  1.0719  -3.0195  0.142
H  -2.2819  1.5518  1.7878  0.122
H  -1.8860  -0.1299  1.6410  0.099
H  -0.9487  1.0283  2.5024  0.085
H  0.6530  -1.5973  -1.9601  0.068
H  1.7714  -2.2900  -0.8620  0.114
H  2.1498  -0.8301  -1.6135  0.077
H  -0.9808  1.8656  -0.2144  0.186
H  1.1205  -1.0433  0.8808  0.187

---

--- 2 ---
The following is a quantum chemistry calculation of a gas-phase ion, C3H8ClN2 (charge +1), from OMol25.

Computed properties:
- HOMO (alpha / beta) (eV) = -13.05 / -13.05
- HOMO-LUMO gap (alpha / beta) (eV) = 7.83 / 7.83
- net charge = +1

Last column: Löwdin charge in e.
Cartesian coordinates (Å):
C  -0.4557  1.7817  -0.3989  -0.072
C  0.1782  -2.0948  0.2659  0.029
C  -0.7297  0.3210  -0.3026  -0.590
N  1.3488  -0.3650  -0.9161  0.151
N  0.2957  -0.6066  -0.3136  -0.253
Cl  -2.3385  -0.2715  0.0035  0.963
H  -0.4216  1.9706  -1.5065  0.117
H  0.5818  1.9208  -0.0313  0.093
H  -1.0774  2.5434  -0.0825  0.064
H  -0.7198  -2.6913  0.0287  0.072
H  0.1952  -2.0567  1.3804  0.100
H  1.0293  -2.8229  -0.0472  0.132
H  -3.2282  -0.0388  1.0879  0.055
H  1.6584  0.6575  -1.1087  0.139

---

The data favor 1; the next most stable structure lies 220.8 kJ/mol above it.